Entry 1:
{
  "formula": "C2H4F3LuNO4S",
  "method": "ωB97M-V/def2-TZVPD",
  "symbols": ["O", "C", "Lu", "H", "H", "H", "O", "H", "N", "S", "O", "O", "C", "F", "F", "F"],
  "positions_angstrom": [[0.48, 2.54, -0.12], [-0.85, 2.64, -0.66], [1.75, 0.73, -0.20], [-1.58, 2.63, 0.15], [-0.94, 3.56, -1.25], [-1.02, 1.75, -1.28], [2.39, -1.29, 0.11], [0.70, 3.23, 0.57], [1.39, -1.36, -0.94], [0.22, -2.35, -0.51], [-0.90, -2.21, -1.45], [0.64, -3.71, -0.14], [-0.45, -1.69, 1.14], [-1.74, -1.92, 1.26], [-0.26, -0.35, 1.16], [0.18, -2.20, 2.18]],
  "relative_energy_kcal_mol": 0.0,
  "spin_multiplicity": 1,
  "charge": 1
}



Entry 2:
{
  "formula": "C14H22O8",
  "method": "ωB97M-V/def2-TZVPD",
  "symbols": ["C", "C", "C", "C", "O", "C", "O", "C", "H", "H", "H", "H", "H", "H", "H", "H", "H", "H", "C", "C", "C", "O", "C", "O", "O", "H", "H", "H", "H", "H", "H", "C", "C", "C", "O", "C", "O", "O", "H", "H", "H", "H", "H", "H"],
  "positions_angstrom": [[0.27, -3.21, 2.68], [0.32, -2.45, 1.61], [0.32, -1.44, 0.33], [1.82, -0.77, 0.32], [1.82, 0.64, -0.04], [1.84, 1.50, 1.13], [-0.64, -0.36, 0.44], [-2.01, -0.83, 0.41], [0.11, -3.67, 3.73], [0.24, -2.04, -0.65], [2.38, -0.93, 1.32], [2.43, -1.34, -0.49], [1.36, 2.51, 0.79], [2.88, 1.68, 1.59], [1.13, 1.10, 1.96], [-2.38, -1.16, -0.63], [-2.67, 0.09, 0.70], [-2.26, -1.66, 1.16], [2.83, 5.65, -1.43], [2.91, 5.84, 0.07], [4.20, 6.44, 0.54], [4.28, 5.96, 1.87], [3.60, 4.78, 1.90], [3.62, 4.01, 2.82], [2.90, 4.59, 0.74], [1.98, 5.00, -1.69], [2.70, 6.60, -1.94], [3.72, 5.16, -1.82], [2.04, 6.41, 0.42], [4.19, 7.53, 0.51], [5.07, 6.08, -0.01], [-3.67, -5.23, -3.00], [-3.46, -4.67, -1.61], [-4.10, -5.48, -0.52], [-4.30, -4.50, 0.50], [-4.43, -3.30, -0.14], [-4.79, -2.29, 0.39], [-4.11, -3.41, -1.46], [-3.40, -4.49, -3.76], [-3.07, -6.13, -3.16], [-4.72, -5.48, -3.17], [-2.39, -4.52, -1.43], [-3.46, -6.29, -0.17], [-5.08, -5.89, -0.80]],
  "spin_multiplicity": 1,
  "smiles": "C[C@@H]1COC(=O)O1.C[C@@H]1COC(=O)O1.C#C[C@H](COC)OC"
}



The evaluated molar mass for the records listed, in turn: 370.09, 318.32 g mol⁻¹.
The evaluated frontier orbital gap for the records listed, in turn: 6.3, 9.9 eV.
The evaluated largest force on an atom for the records listed, in turn: 5.66, 6.66 eV/A.